Record 1
Molecular formula: C16H25Cl3OPd
Method: DFT, wB97M-V/def2-TZVPD

## Properties
* 2S+1: 5
* LUMO energy (alpha / beta): 4.8 / 3.5 eV
* frontier orbital gap (alpha / beta): 0.197 / 0.154 hartree
* energy relative to the best compared isomer or geometry (same formula, charge and spin): 64.5 kcal/mol
* E_HOMO (alpha / beta): -0.53 / -0.67 eV
* total charge: -2

XYZ file:
```
46
Properties=species:S:1:pos:R:3:forces:R:3
C -0.7222 0.9537 -2.5132 1.8630 -1.3769 -0.6339
C -0.8555 -0.4586 -2.8494 1.2069 1.2544 0.4989
C 0.4472 -1.0434 -2.8171 -0.1333 0.9972 0.0243
C -2.0944 -1.1694 -3.1897 -0.8137 -0.5160 0.5249
C 1.4068 -0.0227 -2.5238 -1.3115 0.2325 -0.0811
C 0.6947 1.2167 -2.3161 -0.9557 -0.8204 -0.8578
C 1.3163 2.5695 -2.2468 0.2523 0.0649 0.3128
C -1.7842 1.9607 -2.5819 -0.7224 0.4891 0.2318
C 0.7546 -2.4578 -3.1252 0.1560 -0.4573 0.1843
C 2.8756 -0.1902 -2.5919 0.4684 -0.2083 0.2144
Pd 0.0162 -0.0338 -0.4221 -0.0364 -1.2811 -3.3121
Cl -3.5441 -3.7188 -0.2152 -0.2960 -0.3167 -0.2009
Cl -2.4789 -0.4090 -0.0281 -0.1129 0.1187 -0.0604
Cl 0.5254 -2.4234 0.1970 0.4488 -0.4912 -0.4724
H -2.9638 -0.5916 -2.8477 0.1799 -0.1900 -0.2826
H -2.1588 -2.1227 -2.6281 -0.0244 0.3042 -0.2603
H -2.1680 -1.3767 -4.2688 0.0192 0.0512 0.1740
H -0.0242 -3.1139 -2.7189 0.1957 0.0849 -0.0344
H 1.7095 -2.7482 -2.6700 -0.2653 -0.0270 -0.0401
H 0.8313 -2.6343 -4.2070 -0.0627 0.0812 0.0166
H 3.1623 -1.1186 -2.0809 0.0991 0.2491 0.0209
H 3.3881 0.6606 -2.1293 0.0102 -0.2363 0.0093
H 3.2485 -0.2735 -3.6271 -0.2127 0.0619 0.1481
H 2.2527 2.5091 -1.6735 -0.2590 0.2435 0.0033
H 0.6253 3.2634 -1.7612 0.2376 -0.0034 0.0779
H 1.5828 2.9886 -3.2345 -0.1995 -0.2663 0.1461
H -2.7012 1.5360 -2.1508 0.1374 0.2590 -0.0425
H -1.9993 2.2857 -3.6178 0.1259 -0.1624 0.2540
H -1.5011 2.8452 -1.9991 -0.1996 -0.1576 -0.0310
O -0.3996 1.7585 0.6590 1.0185 3.3234 -0.2844
H 0.5290 2.0935 0.8135 -1.3931 -0.3999 -0.1305
C 0.8803 1.0776 4.7509 -0.1549 -0.1253 -0.1604
C 0.0134 -0.0920 4.1886 -0.0229 0.0521 1.8874
C 0.5362 -1.3718 4.9040 -0.1458 0.2063 0.0652
C -1.4121 0.1550 4.7577 0.1061 -0.0298 -0.1505
C 0.0298 -0.1799 2.7088 -0.0214 0.4824 -1.3898
C -0.0013 -0.0057 1.4467 0.6687 -1.2196 6.4461
H 0.8720 1.1669 5.8576 -0.2618 -0.4113 -0.4853
H 0.5140 2.0137 4.3563 -0.0137 0.3819 -0.2464
H 1.9106 0.9428 4.4563 0.4123 0.0590 -0.2127
H 0.5211 -1.3215 6.0123 -0.1530 0.3748 -0.4493
H -0.0696 -2.2168 4.6232 -0.1579 -0.4274 -0.2568
H 1.5568 -1.5587 4.6166 0.4596 -0.2092 -0.2635
H -1.7974 1.0804 4.3588 -0.2748 0.2924 -0.2535
H -2.0642 -0.6533 4.4646 -0.3320 -0.2149 -0.2150
H -1.4607 0.2287 5.8631 0.4709 -0.1155 -0.4328
```
Positions in Å, forces in eV/Å.

Record 2
Molecular formula: C16H25Cl5N6O2PW
Method: DFT, wB97M-V/def2-TZVPD

## Properties
* 2S+1: 1
* LUMO energy (alpha / beta): -10.5 / -10.4 eV
* frontier orbital gap (alpha / beta): 0.245 / 0.244 hartree
* E_HOMO (alpha / beta): -17.13 / -17.05 eV
* total charge: +3

XYZ file:
```
56
Properties=species:S:1:pos:R:3:forces:R:3
W -0.5106 0.0822 0.1683 -0.1915 0.6693 0.2304
Cl -0.2743 -1.9379 3.3114 0.0061 -0.0544 0.0510
C -0.4475 -0.2357 3.3572 -0.0010 -0.0298 0.0535
C -0.5664 0.4658 2.1521 0.0828 0.1992 0.1056
C -0.6941 1.8470 2.2514 -0.0146 0.2535 0.1554
Cl -0.7754 2.5692 0.6168 -0.0191 -0.0765 0.1310
C -0.7093 2.5951 3.4030 0.0023 -0.1376 -0.1030
Cl -0.8500 4.2892 3.3755 -0.0009 -0.0180 -0.0187
C -0.6027 1.8535 4.6003 -0.0112 0.0248 -0.0323
Cl -0.6269 2.6798 6.0731 0.0035 -0.0407 -0.0442
C -0.4766 0.4463 4.5747 0.0056 0.0032 0.0591
Cl -0.3515 -0.4071 6.0419 0.0012 -0.0044 -0.0521
C 2.3072 -1.4069 -3.5033 0.0180 0.0221 0.0347
N 1.5814 -0.6318 -2.4739 0.0639 0.0817 0.0259
C 0.2527 -0.2020 -2.8858 -0.0752 0.0645 0.0603
P 2.3746 -0.2060 -1.1287 0.1313 -0.0450 -0.0289
O 1.2418 0.5776 -0.2699 0.3989 -0.1615 -0.3115
N 2.6514 -1.5556 -0.2297 -0.0854 0.0155 -0.0710
C 3.6255 -1.6789 0.8795 0.0495 0.0213 -0.0363
C 1.4098 -2.2502 -0.0007 -0.1623 0.1456 -0.0124
N 3.6799 0.6721 -1.4335 -0.2469 0.0171 0.1507
C 4.8015 0.9036 -0.4866 0.0117 -0.0271 -0.0260
C 3.5632 1.7152 -2.4856 0.0746 -0.0913 -0.0410
H 1.7261 -2.2912 -3.7629 0.0173 -0.0136 -0.0136
H 3.2753 -1.7226 -3.1194 -0.0017 -0.0157 -0.0188
H 2.4597 -0.7998 -4.3963 0.0014 -0.0088 -0.0004
H -0.3724 -1.0673 -3.1138 0.0045 -0.0001 0.0226
H 0.3042 0.4322 -3.7745 -0.0106 -0.0315 -0.0085
H -0.2444 0.4333 -2.1263 0.0823 -0.0571 -0.1640
H 4.6089 -1.3595 0.5588 -0.0583 -0.0461 0.0306
H 3.6921 -2.7329 1.1368 0.0045 0.0110 0.0218
H 3.3101 -1.1066 1.7544 0.0321 -0.0168 0.0199
H 0.9627 -2.6601 -0.9023 0.0199 0.0058 0.0077
H 0.6408 -1.5612 0.5126 0.1814 -0.2976 0.1303
H 1.5256 -3.0223 0.7564 0.0243 -0.0349 -0.0457
H 5.4977 0.0699 -0.5085 0.0225 0.0527 -0.0123
H 4.4470 1.0891 0.5258 0.0319 -0.0236 0.0126
H 5.3346 1.7872 -0.8244 -0.0282 0.0343 0.0211
H 2.8407 1.4207 -3.2421 -0.0276 0.0248 0.0049
H 4.5340 1.8126 -2.9654 -0.0055 0.0084 -0.0205
H 3.2751 2.6696 -2.0459 0.0133 0.0130 -0.0190
C -6.3239 -0.1337 -0.0208 0.0163 -0.0116 0.0014
N -4.8646 -0.2821 0.0102 0.0096 0.0530 -0.0242
C -4.1841 -1.5370 0.3245 0.0378 0.0001 0.0021
C -2.7703 -1.0888 0.1758 0.0126 -0.0393 -0.0684
O -1.6622 -1.6780 0.2996 -0.2167 -0.2519 -0.0054
N -2.6906 0.2077 -0.1312 -0.2102 -0.0934 -0.2817
C -3.9885 0.6839 -0.2143 0.0723 -0.0580 0.1211
N -4.2754 1.9370 -0.4829 0.0012 -0.0275 -0.0042
H -6.7672 -1.1240 -0.0798 -0.0116 0.0106 0.0098
H -6.6187 0.4190 -0.9119 -0.0255 0.0052 0.0079
H -6.6759 0.3644 0.8818 -0.0290 0.0065 -0.0124
H -4.4360 -2.3324 -0.3826 0.0095 -0.0147 0.0328
H -4.3935 -1.8815 1.3418 0.0021 -0.0239 -0.0257
H -3.5412 2.6052 -0.6550 -0.0091 0.0046 -0.0015
H -5.2296 2.2645 -0.5258 -0.0040 0.0046 -0.0003
```
Positions in Å, forces in eV/Å.

Record 3
Molecular formula: C16H25ClN2ORe
Method: DFT, wB97M-V/def2-TZVPD

## Properties
* 2S+1: 4
* LUMO energy (alpha / beta): -6.0 / -9.6 eV
* frontier orbital gap (alpha / beta): 0.292 / 0.205 hartree
* energy relative to the best compared isomer or geometry (same formula, charge and spin): 5.7 kcal/mol
* E_HOMO (alpha / beta): -13.91 / -15.24 eV
* total charge: +2

XYZ file:
```
46
Properties=species:S:1:pos:R:3:forces:R:3
C 0.0628 0.7494 -5.2937 0.0674 0.2396 -1.6445
C 1.4360 1.3129 -5.6744 0.3445 0.0812 0.3075
C -0.1539 -0.5753 -6.0312 -0.0753 -0.3850 0.2000
C -1.0169 1.7468 -5.7256 -0.3033 0.1892 0.2829
Cl -0.0373 0.4585 -3.4613 0.0373 0.0648 -0.2110
H -0.1036 -0.4079 -7.1149 0.0280 0.1974 0.2624
H -1.1434 -1.0071 -5.8338 0.2530 0.1027 0.1168
H 0.6232 -1.3153 -5.8002 -0.2115 0.1869 0.1138
H 1.4798 1.4688 -6.7609 -0.2491 -0.1241 0.2223
H 2.2577 0.6256 -5.4349 -0.2505 0.1454 0.1218
H 1.6327 2.2936 -5.2220 -0.0881 -0.3028 0.0718
H -0.9631 1.9001 -6.8116 0.1761 -0.1939 0.2224
H -0.8812 2.7379 -5.2734 -0.0278 -0.3120 0.0653
H -2.0322 1.3843 -5.5197 0.2741 0.0561 0.1198
C 1.6371 -1.5538 2.1433 0.8750 0.0180 -0.5277
C 0.7470 -2.3196 1.3111 0.9033 0.2890 -0.4217
C 0.5941 -1.6175 0.0545 1.7801 -0.6425 -0.3364
H 0.3366 -3.2861 1.5742 -0.0358 0.0793 -0.1547
C 1.3389 -0.3795 0.1553 0.6675 -0.9061 0.3005
C 1.9951 -0.3605 1.4397 0.1449 -0.8701 0.1048
H 2.6408 0.4297 1.8136 -0.2075 -0.1679 -0.1154
H 1.9993 -1.8741 3.1196 -0.2038 0.2585 -0.2580
H 0.1246 -2.0028 -0.8424 0.1076 0.1355 0.2086
H 1.4561 0.3698 -0.6188 -0.1672 -0.1013 -0.0037
C -2.0517 1.0192 1.5850 -0.9480 -0.3020 0.0190
C -2.4312 -0.1689 2.3057 -1.0216 0.2470 -0.6088
C -2.3396 -1.2865 1.3953 -1.2264 0.7539 -0.0967
H -2.8017 -0.2237 3.3239 0.1201 0.2018 -0.2145
C -1.9201 -0.7836 0.1153 -1.5970 0.3094 -0.5570
C -1.7206 0.6377 0.2345 -1.2999 0.1410 0.4140
H -1.4280 1.3178 -0.5564 0.1390 -0.1729 -0.0005
H -2.0468 2.0164 2.0070 0.1554 -0.0703 -0.1143
H -2.6174 -2.3055 1.6281 0.1708 -0.0114 -0.0867
H -1.8841 -1.3475 -0.8078 0.1030 0.1074 0.1627
Re -0.3814 -0.4434 1.5418 0.9875 0.3051 0.4328
C 2.0349 1.2581 5.2923 0.4761 0.3318 -0.0343
N 0.9200 0.3829 5.5917 -0.8579 -0.5528 -0.3628
C 0.0375 -0.0872 4.6912 1.3104 0.6804 0.3642
N -0.8612 -0.9693 5.1373 -0.3780 -0.3382 0.2311
O 0.1128 0.2790 3.4664 0.1381 0.1492 1.8513
H 2.0397 1.4921 4.2222 -0.0383 -0.0365 0.3775
H 2.9777 0.7699 5.5669 -0.2117 0.0714 -0.1314
H 1.9554 2.1820 5.8724 -0.0328 -0.1014 -0.2006
H 0.8083 0.0593 6.5473 0.1331 0.2160 -0.2285
H -1.5540 -1.3659 4.5204 0.2172 0.0688 0.3090
H -0.8790 -1.2111 6.1269 -0.1778 -0.0355 -0.5733
```
Positions in Å, forces in eV/Å.